{"formula": "C21H34F4GeHfN3O2", "method": "the ωB97M-V functional and the def2-TZVPD basis", "symbols": ["C", "C", "H", "H", "C", "H", "H", "H", "N", "H", "C", "H", "H", "H", "H", "H", "C", "C", "H", "H", "C", "H", "C", "H", "Ge", "C", "H", "C", "C", "H", "N", "C", "H", "C", "H", "Hf", "O", "C", "H", "H", "C", "F", "C", "F", "F", "H", "H", "H", "C", "N", "H", "H", "H", "H", "F", "H", "H", "H", "O", "C", "C", "H", "C", "H", "C", "H"], "positions_angstrom": [[2.433, 1.693, -1.396], [2.929, 4.349, -1.438], [-1.610, -4.653, 0.496], [3.090, 0.407, 4.010], [1.697, 3.943, -0.966], [-0.419, 1.108, 5.971], [-4.164, -2.164, -1.420], [-1.865, -2.873, 0.361], [-0.155, -0.111, 4.223], [-1.202, 3.504, -1.154], [-3.224, -0.289, -0.980], [-0.909, -5.029, -2.526], [2.294, 1.452, 2.814], [2.010, 1.320, 5.829], [-2.344, 2.195, -2.789], [-3.941, -1.203, -2.874], [-0.025, -5.063, -1.866], [-1.064, 2.721, -0.414], [2.695, -3.462, -0.911], [-2.997, -0.677, 0.038], [-3.468, -1.454, -1.915], [-2.511, -1.982, -2.074], [2.070, -3.858, -0.087], [4.851, 3.823, -2.260], [0.289, -3.476, -0.769], [2.102, 0.826, 3.709], [-0.746, -3.459, 1.566], [1.475, 1.618, 4.891], [1.370, 2.545, -0.990], [-0.952, -0.059, 3.560], [0.149, 2.001, -0.723], [-0.019, 1.267, 4.928], [1.473, -1.352, 3.693], [-1.124, -3.644, 0.547], [-0.361, 1.108, -3.645], [0.145, -0.123, -0.704], [1.534, -0.583, 0.995], [-2.363, 1.111, -2.756], [-3.377, 0.807, -3.050], [-4.143, 0.307, -0.864], [-2.263, 1.744, -0.380], [3.187, 5.678, -1.577], [0.678, -0.393, 1.901], [2.108, 0.302, -1.520], [4.554, 1.189, -2.250], [-1.230, -0.489, -3.696], [-3.193, 2.332, -0.549], [-2.303, 1.297, 0.632], [0.394, -1.828, -1.823], [-2.147, 0.638, -1.336], [-0.122, -5.961, -1.172], [2.252, -4.952, 0.047], [-1.714, 0.882, -4.764], [1.599, 2.691, 4.824], [0.767, 4.845, -0.547], [-0.653, 1.962, 4.387], [2.324, -3.295, 0.838], [-0.292, -2.151, -2.619], [-0.545, -0.114, 1.542], [-1.344, 0.614, -3.762], [3.915, 3.456, -1.876], [-0.248, -0.873, 4.932], [1.113, -0.353, 3.396], [-1.035, 3.237, 0.553], [3.665, 2.091, -1.791], [0.907, -5.141, -2.453]], "mulliken_charge": [0.606, 0.263, 0.425, 0.370, -0.043, 0.347, 0.408, 0.096, -0.080, 0.575, -0.506, 0.375, 0.319, 0.309, 0.396, 0.382, -1.332, -0.990, 0.347, 0.199, -0.963, 0.089, -1.107, 0.514, 0.502, -0.700, 0.274, -0.518, -0.022, 0.241, 0.731, -0.505, 0.500, -0.859, 0.150, -0.163, -0.639, -0.591, 0.554, 0.396, -1.171, -0.294, 0.883, -0.157, -0.273, 0.100, 0.428, 0.506, -0.394, -0.006, 0.366, 0.393, 0.476, 0.343, -0.309, 0.300, 0.242, 0.420, -0.785, -0.964, -0.542, 0.435, -0.034, 0.464, -0.152, 0.374], "total_charge": 1, "lumo_energy_ev": [-3.30, -3.30], "largest_force_ev_per_a": 2.5, "e_above_lowest_kcal_mol": 41.5, "homo_lumo_gap_ev": [5.655, 5.654], "mol_weight_g_mol": 687.6}